[1]
73
Properties=species:S:1:pos:R:3 method="wB97M-V/def2-TZVPD" homo_lumo_gap_ev=6.89 de_lowest_kcal_mol=0.0 charge=+2
Os 0.74 0.63 -0.21
S 2.05 1.95 -1.80
S -0.09 4.14 -2.09
F 2.53 -1.49 -3.53
F 2.29 -2.17 4.26
F 3.34 -4.04 -3.77
F -0.20 -2.73 0.11
F 2.45 -5.92 -2.03
F 0.02 1.52 6.08
F 1.70 -0.60 6.41
F 0.70 -5.23 -0.08
F -0.98 2.12 3.75
F 1.23 -1.69 1.91
N 2.75 0.20 0.44
N -1.30 0.55 -0.98
N 1.37 2.28 1.13
N 0.72 -0.67 -1.62
N 2.21 4.20 -3.14
N -0.43 0.47 1.37
C 4.48 0.59 2.05
C 1.97 3.97 3.24
C -2.00 -0.76 -0.83
C 3.52 -0.76 -0.10
C -1.11 0.77 -2.43
C 0.71 -3.01 -0.82
C 1.16 -2.02 -1.68
C 0.60 3.34 1.41
C -0.03 -0.25 -2.84
C -0.22 1.01 3.81
C 1.47 -1.13 4.14
C 5.23 -0.45 1.53
C 2.04 -2.42 -2.69
C -2.04 1.51 -0.17
C 0.91 -0.85 2.90
C 0.31 0.73 5.06
C 0.05 0.23 2.67
C 2.48 -3.72 -2.82
C 2.45 2.06 1.89
C 4.75 -1.11 0.41
C 2.78 2.88 2.96
C 0.87 4.21 2.45
C 3.26 0.90 1.48
C 1.58 5.37 -3.76
C 2.04 -4.68 -1.92
C 1.47 3.44 -2.37
C -1.78 1.10 1.27
C 1.17 -0.34 5.23
C 0.40 5.72 -2.86
C 1.15 -4.32 -0.92
H 0.20 5.04 2.63
H -1.85 1.98 1.89
H -0.44 6.11 -3.43
H -3.02 -0.63 -1.19
H 4.85 1.15 2.89
H 0.67 6.41 -2.07
H -1.65 2.51 -0.38
H 2.21 4.62 4.08
H -2.01 -1.08 0.20
H -0.78 1.80 -2.58
H 3.13 3.88 -3.43
H -0.47 -1.13 -3.30
H 3.64 2.67 3.56
H 3.14 -1.25 -0.97
H 6.18 -0.72 1.97
H -1.52 -1.53 -1.42
H 1.26 5.12 -4.77
H 5.32 -1.90 -0.07
H -2.04 0.61 -2.98
H -3.11 1.51 -0.40
H 2.30 6.19 -3.81
H 0.65 0.20 -3.57
H -0.27 3.48 0.79
H -2.53 0.40 1.65


[2]
65
Properties=species:S:1:pos:R:3 method="wB97M-V/def2-TZVPD" homo_lumo_gap_ev="4.74 / 6.04" charge=+2 multiplicity=5
Os 0.49 0.28 0.00
O 0.98 -1.59 -0.68
O 0.45 2.34 0.41
N 2.61 2.20 -0.23
N 0.85 -0.55 1.86
N -1.32 -0.46 0.46
N -2.58 1.96 -3.30
N 2.36 0.91 -0.38
N -5.85 -5.76 -0.01
N -0.66 0.88 -1.65
N 1.00 -1.79 4.31
C 1.56 2.92 0.14
C -3.22 -1.47 -0.57
C -0.08 -1.91 3.59
C 2.15 -2.02 -0.91
C 2.01 -1.05 3.86
C -3.25 -2.47 0.41
C 3.11 4.82 -0.01
C -1.32 2.37 -3.37
C 3.43 0.12 -0.60
C -1.33 -1.41 1.43
C 1.80 4.36 0.18
C 0.76 5.28 0.36
C 4.76 0.80 -0.59
C -2.23 -0.51 -0.54
C -5.35 -3.51 -0.47
C -3.91 -4.83 0.91
C 1.04 6.63 0.31
C 3.38 6.16 -0.05
C 3.33 -1.24 -0.83
C -6.16 -4.63 -0.61
C -0.20 -1.31 2.32
C 2.31 -3.47 -1.28
C -4.19 -3.60 0.30
C -2.28 -2.42 1.43
C -4.78 -5.89 0.73
C -0.35 1.82 -2.54
C 2.35 7.08 0.11
C 1.92 -0.42 2.64
C -2.91 1.04 -2.43
C -1.96 0.46 -1.58
H 4.86 1.43 -1.47
H -4.62 -6.86 1.19
H 1.33 -3.91 -1.45
H 0.25 7.36 0.43
H 5.59 0.09 -0.57
H 2.56 8.13 0.07
H -1.09 3.16 -4.07
H 4.39 6.51 -0.20
H 4.26 -1.77 -1.01
H -3.02 -5.00 1.49
H 3.90 4.09 -0.14
H 4.84 1.46 0.28
H -0.25 4.93 0.50
H -5.66 -2.59 -0.95
H -7.06 -4.61 -1.21
H 2.93 -3.58 -2.16
H -0.89 -2.48 4.01
H -2.25 -3.17 2.19
H 2.73 0.20 2.28
H 2.80 -4.00 -0.47
H 0.67 2.16 -2.59
H -3.91 -1.48 -1.40
H 2.88 -0.96 4.49
H -3.95 0.76 -2.37


[3]
72
Properties=species:S:1:pos:R:3 method="wB97M-V/def2-TZVPD" homo_lumo_gap_ev="4.61 / 5.39" de_lowest_kcal_mol=1.3 charge=-2 multiplicity=6
Ru 0.49 0.55 1.02
Cl -7.02 -2.09 1.78
Cl -4.62 -3.23 -2.89
Cl -2.70 -5.72 -0.55
Cl 3.77 -4.29 -4.11
Cl 1.67 -7.10 2.21
S 3.03 -1.41 -3.86
O 2.31 1.89 1.65
O 3.91 -4.91 -0.88
O 1.27 2.02 -2.97
O 3.37 3.81 1.19
O -2.15 -2.46 -1.47
N 1.01 1.84 -0.68
N 3.27 -2.96 1.56
N 0.23 -0.76 -1.00
N -1.90 -1.74 1.15
N 2.13 -1.07 1.52
C 0.97 -6.15 0.91
C -4.48 -2.70 -1.23
C 2.58 2.90 0.91
C -5.62 -2.60 -0.47
C -3.10 -1.97 0.67
C -4.18 -1.46 2.84
C -1.12 0.22 2.48
C 3.26 -5.21 0.34
C -0.40 -6.27 0.71
C 3.68 -2.84 -3.18
C -3.17 -2.39 -0.75
C -4.32 -1.86 1.45
C -0.24 -4.74 -1.14
C 0.83 1.47 -1.93
C 0.02 0.18 -2.10
C 3.61 -4.37 1.57
C -1.72 -1.22 2.51
C 1.13 -4.66 -0.93
C 3.90 -1.33 -1.47
C 4.08 -2.68 -1.89
C 4.73 -3.76 -1.07
C 1.76 -5.34 0.10
C -0.99 -5.56 -0.31
C 3.37 -0.53 -2.44
C 2.08 -2.36 1.30
C -2.97 -1.20 3.34
C 3.40 -0.80 1.98
C 4.11 -1.96 2.00
C 1.83 3.00 -0.43
C -5.52 -2.18 0.86
H -0.57 -1.38 -0.87
H -2.85 -0.90 4.37
H 0.27 -0.24 -3.08
H -0.73 -4.14 -1.90
H 1.05 -1.33 -1.18
H -0.70 0.42 3.48
H 4.14 -0.97 -0.48
H 3.61 -6.21 0.62
H 4.69 -4.43 1.72
H 1.73 -4.03 -1.58
H 3.10 0.51 -2.39
H -1.04 0.44 -2.13
H 5.13 -2.17 2.29
H 5.62 -4.13 -1.59
H -0.98 -1.87 3.00
H 1.23 3.91 -0.40
H 5.06 -3.33 -0.12
H -1.94 0.93 2.35
H 3.15 -4.85 2.43
H -0.99 -6.91 1.36
H 3.67 0.22 2.21
H -6.59 -2.84 -0.89
H 1.19 -2.88 0.97
H -5.07 -1.38 3.45
H 2.57 3.15 -1.22


[4]
66
Properties=species:S:1:pos:R:3 method="wB97M-V/def2-TZVPD" smiles="O=C1C=C(CCOCC(F)(F)F)C(=O)C(CC(=O)Cl)=C1.Fc1ccccc1.Fc1ccccc1.Fc1ccccc1" homo_lumo_gap_ev=7.43 charge=0
Cl 0.99 -2.67 -0.71
F 3.29 -0.12 4.84
F -7.94 4.84 5.67
F -1.21 -2.78 -5.25
F 4.62 -1.21 -0.78
F 3.75 -2.24 4.72
F 2.05 -1.43 3.65
O 1.20 1.14 -0.65
O -2.76 1.88 2.35
O 4.19 0.40 2.37
O -1.57 -2.92 -0.52
C 2.07 1.56 2.13
C -1.38 -4.10 -4.98
C -1.90 0.37 0.76
C -6.17 3.76 4.56
C -0.41 1.55 2.41
C -1.87 -4.93 -5.96
C 3.43 -0.03 -2.43
C -6.90 4.90 4.81
C -1.72 -6.76 -4.40
C -1.05 -4.55 -3.72
C 0.66 1.33 1.64
C -0.91 -0.75 -1.26
C -6.60 6.11 4.22
C 3.33 -1.18 4.01
C 3.45 0.82 -3.53
C 4.63 -0.37 -1.84
C -1.23 -5.90 -3.43
C 4.23 -0.93 2.80
C 4.66 1.31 -4.01
C 5.85 0.10 -2.30
C -2.04 -6.27 -5.66
C 0.42 0.89 0.24
C 3.16 0.72 1.43
C -4.77 5.03 3.07
C 5.85 0.95 -3.39
C -0.72 -2.18 -0.82
C -0.86 0.16 -0.05
C -5.52 6.17 3.34
C -5.09 3.83 3.68
C -1.78 1.32 1.90
H 2.74 -0.20 1.02
H -4.50 2.95 3.47
H 3.63 1.26 0.61
H -0.98 -6.27 -2.45
H 4.67 1.97 -4.86
H -6.44 2.83 5.06
H -7.20 6.98 4.44
H 5.25 -1.19 3.09
H -2.88 -0.09 0.58
H -0.67 -3.86 -2.98
H -3.94 5.08 2.39
H 2.09 1.27 3.18
H -0.31 1.94 3.43
H 2.52 1.10 -4.00
H -1.89 -0.69 -1.74
H -2.11 -4.52 -6.94
H -0.13 -0.47 -1.97
H -2.42 -6.94 -6.42
H 6.79 1.33 -3.77
H -5.27 7.11 2.87
H -1.86 -7.81 -4.18
H 3.91 -1.63 2.02
H 2.31 2.62 2.08
H 2.50 -0.43 -2.04
H 6.76 -0.19 -1.80